<one>
One molecule with the formula C10H10N2. Source: the Open Molecules 2025 dataset; level of theory: ωB97M-V with the def2-TZVPD basis set.

CARTESIAN COORDINATES (ANGSTROEM)
1 N -1.4098 2.1769 0.0054
2 C -1.2454 0.7843 -0.0557
3 C -2.4239 0.0217 -0.0954
4 C -2.2720 -1.4045 -0.0865
5 C -1.0736 -2.0637 -0.0821
6 C 0.0921 -1.2855 -0.1187
7 C 1.3544 -1.9369 0.1460
8 C 2.4964 -1.2030 0.0787
9 C 2.4936 0.2363 -0.1592
10 C 1.2328 0.8743 0.0015
11 N 1.2590 2.2532 -0.0190
12 C -0.0251 0.1111 -0.0790
13 H -2.3931 2.2607 0.2543
14 H -1.0227 2.4891 0.9626
15 H -3.3893 0.4703 0.0201
16 H -3.1700 -1.9558 0.0130
17 H -1.1361 -3.1893 -0.0118
18 H 1.2622 -2.9880 0.3113
19 H 3.4470 -1.8250 -0.1238
20 H 3.4055 0.7806 -0.3726
21 H 2.1095 2.7626 -0.0366
22 H 0.4083 2.6304 -0.5525

Output
molecular weight	158.204	g mol⁻¹
lowest unoccupied orbital energy	0.0323	hartree
structure (SMILES)	Nc1cccc2cccc(N)c12
frontier orbital gap	8.023	eV
HOMO	-7.14	eV

<two>
One molecule with the formula C10H10N2. Source: the Open Molecules 2025 dataset; level of theory: ωB97M-V with the def2-TZVPD basis set.

CARTESIAN COORDINATES (ANGSTROEM)
1 C -1.1672 -0.2955 -1.9741
2 N -1.0781 1.0056 -1.1312
3 C -1.6477 2.2072 -1.4097
4 C -1.3493 2.9773 -0.3461
5 N -0.5671 2.2449 0.5454
6 C -0.3041 1.0167 0.0336
7 C 0.4199 -0.0385 0.6170
8 C 1.6148 -0.3700 0.0943
9 C 2.3771 -1.4933 0.5781
10 C 1.8580 -2.1626 1.6743
11 C 0.6118 -1.8370 2.1774
12 C -0.1042 -0.7174 1.7102
13 H -0.0644 -0.6962 -2.0101
14 H -1.5036 0.0966 -2.8574
15 H -1.8301 -0.7469 -1.5775
16 H -2.1680 2.1198 -2.3805
17 H -1.7014 4.0588 0.0163
18 H 2.0304 0.1089 -0.9511
19 H 3.1869 -1.8272 0.0743
20 H 2.4138 -2.9101 1.9439
21 H 0.1006 -2.2809 3.1546
22 H -1.1283 -0.4603 2.0183

Output
molecular weight	158.204	g mol⁻¹
lowest unoccupied orbital energy	0.0286	hartree
structure (SMILES)	Cn1ccnc1-c1ccccc1
frontier orbital gap	9.299	eV
HOMO	-8.52	eV

Q: Which of them is the most stable? A: <one>.

<one>
C19H66B2NO37 as an isolated structure. Source: the Open Molecules 2025 dataset; level of theory: ωB97M-V with the def2-TZVPD basis set.

CARTESIAN COORDINATES (ANGSTROEM)
1 C 2.6141 -1.3872 1.9695
2 C 1.2491 -2.1242 1.5795
3 C 0.1301 -1.2512 0.9905
4 C 0.5541 -0.5412 -0.3445
5 N -0.4849 0.2168 -1.1255
6 C -1.3009 0.9768 -0.2615
7 C -2.6739 1.1968 -1.0325
8 C -2.9679 -0.2062 -1.4195
9 C -1.5659 -0.7262 -1.6975
10 C 0.1171 1.0318 -2.1745
11 C 1.2501 0.2208 -2.9025
12 C 1.8961 1.0298 -4.1085
13 H 3.3451 -2.0942 2.4655
14 H 2.1151 -0.4292 2.6335
15 H 3.1381 -1.1182 1.1845
16 H 0.9321 -2.6672 2.4015
17 H 1.6241 -2.9192 0.8385
18 H -0.1499 -0.5542 1.7355
19 H -0.7669 -1.9182 0.7965
20 H 1.0901 -1.4092 -0.8595
21 H 1.2001 0.0958 -0.2795
22 H -1.0699 2.0858 -0.0855
23 H -1.5779 0.5298 0.6945
24 H -2.6149 1.7298 -1.9895
25 H -3.5699 1.5298 -0.4745
26 H -3.7219 -0.1782 -2.2585
27 H -3.6589 -0.5982 -0.6385
28 H -1.5669 -0.7362 -2.8265
29 H -1.4649 -1.7192 -1.1645
30 H 0.5661 1.8628 -1.3945
31 H -0.4369 1.2488 -3.1935
32 H 0.7161 -0.7442 -3.4585
33 H 2.0641 -0.1052 -2.2785
34 H 2.1661 2.0828 -3.8265
35 H 1.2211 1.1848 -4.8985
36 H 2.8271 0.5538 -4.6235
37 O -0.6439 4.3478 -1.7785
38 C -0.8969 5.0708 -0.8635
39 O -0.0289 5.5098 -0.0745
40 B -0.7239 5.9168 1.1385
41 O -2.1359 5.5118 1.0035
42 C -2.1609 5.1148 -0.1975
43 O -3.1599 4.6858 -0.8065
44 O -0.5589 7.3198 1.4055
45 C 0.2101 7.4418 2.4155
46 O 0.8031 8.4928 2.5895
47 C 0.6671 6.2618 2.9615
48 O 0.0391 5.3398 2.3225
49 O 1.3211 6.0618 3.9385
50 O 4.0581 1.4688 -1.0045
51 C 3.5561 2.2588 -0.2105
52 O 2.9921 1.7738 0.7885
53 B 2.2101 2.7618 1.4355
54 O 2.6271 4.0068 0.6085
55 C 3.3731 3.6168 -0.2485
56 O 3.4561 4.2758 -1.2615
57 O 2.5741 2.8898 2.8675
58 C 1.4991 2.5908 3.4015
59 O 1.4291 2.5178 4.6645
60 C 0.4891 2.3688 2.5725
61 O 0.7791 2.3988 1.4035
62 O -0.7199 2.0748 2.8995
63 O 1.2211 -6.2462 1.2205
64 H 2.0581 -5.8982 1.3475
65 H 0.8521 -5.3252 1.5035
66 O 5.5021 0.7168 -5.5675
67 H 5.6601 -0.0582 -4.9645
68 H 5.6371 1.0848 -4.8115
69 O 2.3441 3.8318 -6.1425
70 H 3.0081 3.8248 -5.4195
71 H 1.6041 4.1568 -5.5545
72 O 1.9121 -4.3002 -1.3345
73 H 1.9681 -4.4812 -0.3895
74 H 1.1051 -4.2102 -1.7335
75 O -1.4079 -2.9152 4.1835
76 H -1.4739 -2.0462 4.4725
77 H -2.3259 -3.2282 4.2665
78 O 5.6151 -2.2042 0.0195
79 H 5.9051 -1.4722 0.3995
80 H 5.4901 -2.6722 0.9475
81 O 1.3431 -4.4402 4.7505
82 H 1.3401 -4.8362 5.7095
83 H 0.6821 -3.7652 4.8465
84 O 3.3561 -4.8582 2.7695
85 H 2.6231 -4.5842 3.2555
86 H 3.9331 -5.4582 3.2635
87 O -4.0159 3.7438 -4.4925
88 H -4.2369 3.6608 -3.4965
89 H -4.7079 3.9418 -5.0395
90 O -5.1599 -1.1252 1.2295
91 H -4.7509 -0.7542 1.9765
92 H -5.4949 -0.4072 0.8085
93 O -1.0329 -4.3652 -2.3695
94 H -1.6099 -3.7732 -2.8165
95 H -1.4379 -5.2242 -2.2505
96 O -6.5109 -0.8772 -1.8215
97 H -7.1539 -0.5962 -2.5705
98 H -6.5049 0.0648 -1.3645
99 O -2.8469 -2.7592 -3.6055
100 H -3.6349 -2.8602 -3.2255
101 H -2.9249 -2.4682 -4.4185
102 O 4.3561 -2.6792 5.0665
103 H 3.6531 -2.1302 5.6885
104 H 4.0271 -3.4792 4.8385
105 O -3.9399 -3.4652 1.6695
106 H -4.0629 -3.2512 2.4595
107 H -4.3079 -2.7062 1.2405
108 O -5.0779 3.4518 -1.9665
109 H -4.6119 4.2298 -1.8625
110 H -5.8449 3.7838 -2.1805
111 O 5.9361 -3.6312 2.4455
112 H 5.8011 -3.1292 3.3035
113 H 5.1041 -4.2022 2.4895
114 O -2.0849 -0.1172 4.3495
115 H -1.2429 0.2298 4.1245
116 H -2.0749 -0.3082 5.2525
117 O -0.9619 -4.4792 1.8045
118 H -1.1469 -4.0442 2.6825
119 H -1.7049 -4.5422 1.1895
120 O -6.3969 1.4248 -0.3475
121 H -5.9129 2.0198 -0.6785
122 H -7.1069 1.8728 0.3065
123 O 2.7671 -2.6852 -5.2155
124 H 3.4461 -2.1572 -5.6685
125 H 3.1821 -3.0502 -4.5205

Output
molecular weight	922.331	g mol⁻¹
lowest unoccupied orbital energy	0.0363	hartree
frontier orbital gap	8.484	eV
HOMO	-7.49	eV
total charge	-1

<two>
C19H66B2NO37 as an isolated structure. Source: the Open Molecules 2025 dataset; level of theory: ωB97M-V with the def2-TZVPD basis set.

CARTESIAN COORDINATES (ANGSTROEM)
1 C 1.1275 -0.8960 -3.0340
2 C -0.3155 -1.0640 -2.7170
3 C -0.4875 -1.6440 -1.2400
4 C 0.0875 -0.5460 -0.2470
5 N 0.1535 -1.0210 1.2040
6 C 1.1435 -2.1570 1.3490
7 C 0.4815 -3.3030 2.0000
8 C -0.9595 -3.2380 1.5070
9 C -1.1675 -1.6340 1.6630
10 C 0.3255 0.1080 2.0730
11 C -0.7025 1.2900 2.0480
12 C -0.6725 2.2660 3.2020
13 H 1.2195 -0.6050 -4.2490
14 H 1.6935 -1.6680 -2.7930
15 H 1.6755 0.2140 -2.5950
16 H -0.7905 -1.6990 -3.3520
17 H -0.9245 -0.0830 -2.8180
18 H -0.2065 -2.6310 -0.8920
19 H -1.4795 -1.8680 -0.9080
20 H -0.4895 0.4270 -0.3180
21 H 1.1365 -0.2850 -0.5590
22 H 2.0265 -1.8880 2.0670
23 H 1.7065 -2.4400 0.3300
24 H 0.5675 -3.2140 3.0170
25 H 0.9325 -4.3230 1.9160
26 H -1.7415 -3.4580 1.9870
27 H -1.0565 -3.3770 0.4920
28 H -1.2765 -1.4800 2.6040
29 H -2.0715 -1.2870 1.2540
30 H 1.2225 0.5290 2.0310
31 H 0.1895 -0.3250 3.0330
32 H -1.7705 0.9130 1.9880
33 H -0.6555 1.6310 1.0650
34 H -1.4045 2.9610 3.1250
35 H 0.3485 2.8000 3.1460
36 H -0.7135 1.7610 4.2360
37 O 0.2135 6.7700 -5.3400
38 C -0.2015 5.8050 -4.8460
39 O -0.5935 4.8510 -5.5580
40 B -0.7625 3.6050 -4.6160
41 O -0.3165 4.1180 -3.2900
42 C -0.1045 5.3940 -3.5240
43 O -0.0795 6.2280 -2.5710
44 O -0.0725 2.4710 -5.1880
45 C -0.9475 1.6320 -5.5510
46 O -0.6125 0.4300 -5.6570
47 C -2.2605 2.0710 -5.1890
48 O -2.2435 3.2360 -4.7760
49 O -3.2605 1.3930 -5.3610
50 O -3.6425 5.3260 -1.4690
51 C -3.3525 4.1380 -1.2150
52 O -4.0715 3.2240 -1.5710
53 B -3.3785 1.9960 -1.2090
54 O -2.1045 2.4570 -0.6020
55 C -2.2165 3.7320 -0.5380
56 O -1.4345 4.4310 0.1060
57 O -3.3285 1.0520 -2.2760
58 C -3.9715 0.0700 -2.0190
59 O -3.9265 -1.0210 -2.6570
60 C -4.6355 0.2680 -0.7990
61 O -4.1995 1.3090 -0.2170
62 O -5.4145 -0.5070 -0.2930
63 O 1.2785 -4.5720 5.4710
64 H 1.0645 -4.3660 6.3500
65 H 0.5685 -5.1350 5.2280
66 O -4.0255 -3.7270 3.8620
67 H -4.9145 -3.4060 3.3920
68 H -3.7785 -2.7990 4.1830
69 O 0.2865 -1.9660 5.2860
70 H 0.8935 -1.2140 5.3900
71 H 0.6565 -2.8830 5.1900
72 O -1.7655 2.9000 6.3830
73 H -2.0805 3.4180 7.1480
74 H -0.9005 3.1590 6.0130
75 O 4.4485 -1.4020 3.4190
76 H 4.1725 -0.5510 3.3970
77 H 5.4605 -1.5180 3.5770
78 O 0.7925 3.8740 5.6570
79 H 1.5205 3.2600 5.3780
80 H 1.1065 4.3060 6.3750
81 O -3.3545 -3.7720 -3.6910
82 H -2.9285 -4.3280 -2.9770
83 H -3.4385 -2.9270 -3.2320
84 O 1.5815 -3.8720 -4.4510
85 H 1.4305 -4.4830 -3.8360
86 H 1.0315 -3.9430 -5.1040
87 O 0.0305 -1.7680 -6.9000
88 H -0.3465 -2.5930 -6.5170
89 H -0.1625 -1.1310 -6.1530
90 O -1.0905 -3.8160 -5.5360
91 H -1.5585 -3.4670 -4.8330
92 H -1.5295 -4.6670 -5.4980
93 O 4.1615 -0.3560 1.0300
94 H 4.4165 -0.7310 1.8430
95 H 4.6595 -1.1360 0.4370
96 O 4.3565 -2.5910 -0.3000
97 H 4.0415 -2.6800 -1.1090
98 H 4.1785 -3.2870 0.2490
99 O -3.7245 1.8410 4.4760
100 H -3.2715 2.5890 5.0100
101 H -4.4735 1.6730 5.0580
102 O -2.9365 -1.3460 4.6210
103 H -2.5525 -1.1840 5.4850
104 H -3.2035 -0.3550 4.5030
105 O 3.1925 1.0650 4.0690
106 H 2.5805 1.0060 4.7760
107 H 3.6905 1.7150 4.3080
108 O 2.7115 1.7710 -0.1880
109 H 3.1025 0.9180 0.0400
110 H 2.9875 2.3540 0.5230
111 O 0.9085 5.8220 3.5740
112 H 0.2015 6.3250 3.1100
113 H 0.4215 5.0860 4.0040
114 O 2.5525 2.2960 -5.4980
115 H 1.5405 2.2750 -5.3940
116 H 2.6575 2.1570 -4.5810
117 O 3.8185 -4.5340 1.6170
118 H 4.0115 -4.6370 2.5570
119 H 3.2675 -5.2520 1.4440
120 O 3.6575 -2.1390 -5.5590
121 H 3.9345 -2.8420 -5.9900
122 H 3.1075 -2.6860 -4.9480
123 O 3.4405 2.4570 -2.7860
124 H 3.4685 1.9400 -1.9300
125 H 4.4165 2.6040 -2.8170

Output
molecular weight	922.331	g mol⁻¹
lowest unoccupied orbital energy	0.0027	hartree
frontier orbital gap	6.736	eV
HOMO	-6.66	eV
total charge	-1

Q: Which of them is the most stable? A: <two>.